Record 1
This record from OMol25 describes 2 unconnected molecules or ions with the total composition C2H3Cl2NO2 in a non-equilibrium geometry. The level of theory is ωB97M-V/def2-TZVPD.

Calculated total energy = -32748.735 eV
Structure (SMILES) = C=C(Cl)[N+](=O)[O-].Cl
Energy above the lowest of the compared OMol25 structures with the same formula, charge and spin = 414.1 kJ/mol
Kohn-Sham gap = 0.373 Ha
Largest force on an atom = 3.84 eV/A
Charge = 0

Geometry (Å):
C: -0.342 0.677 -0.698
C: 0.639 1.536 -0.445
N: 1.705 1.696 -1.443
O: 1.475 1.334 -2.536
O: 2.694 2.262 -1.142
Cl: 0.679 2.685 0.828
Cl: 2.430 -1.187 1.737
H: -1.162 0.540 -0.009
H: -0.300 0.167 -1.585
H: 2.018 -2.388 1.826

---

Record 2
This record from OMol25 describes a molecular structure, C14H30BLaN2S2 in a non-equilibrium geometry. The level of theory is ωB97M-V/def2-TZVPD.

Calculated total energy = -41170.870 eV
Kohn-Sham gap = 0.193 Ha
Largest force on an atom = 3.92 eV/A
Charge = +2

Geometry (Å):
C: 0.701 4.539 0.205
C: 0.016 3.804 -0.919
C: 0.533 2.401 -1.058
C: -0.362 1.419 -1.786
N: -0.773 0.206 -0.964
C: -2.107 -0.331 -1.405
C: -2.427 -1.627 -0.711
C: -2.008 -1.617 0.771
C: -2.472 -0.428 1.633
B: -1.468 0.020 2.878
C: -0.288 1.132 2.424
C: 0.910 0.915 3.163
N: 2.082 1.468 2.968
C: 0.304 -0.646 -1.039
S: 1.326 -0.673 0.382
S: 0.639 -1.545 -2.364
C: 2.276 -2.253 -2.155
C: 2.372 -3.485 -1.268
C: 1.187 -4.436 -1.366
H: 1.729 4.196 0.344
H: 0.757 5.592 0.016
H: 0.193 4.411 1.140
H: 0.142 4.343 -1.843
H: -1.043 3.738 -0.734
H: 0.723 2.056 -0.045
H: 1.487 2.493 -1.618
H: 0.092 1.091 -2.705
H: -1.260 1.933 -2.071
H: -2.798 0.392 -1.022
H: -2.222 -0.329 -2.481
H: -2.052 -2.507 -1.210
H: -3.498 -1.719 -0.759
H: -0.945 -1.741 0.881
H: -2.421 -2.521 1.179
H: -2.712 0.410 0.998
H: -3.367 -0.752 2.127
H: -2.093 0.515 3.800
H: -0.851 -0.976 3.292
H: -0.558 2.179 2.501
H: -0.109 0.952 1.382
H: 0.839 0.202 3.969
H: 2.717 1.189 3.719
H: 2.910 -1.467 -1.789
H: 2.615 -2.478 -3.150
H: 2.551 -3.190 -0.255
H: 3.263 -4.000 -1.579
H: 0.638 -4.468 -0.444
H: 0.527 -4.201 -2.183
H: 1.540 -5.436 -1.528
La: 2.763 1.228 0.679

---

Record 3
This record from OMol25 describes 2 unconnected molecules or ions with the total composition C4H12O2 in a non-equilibrium geometry. The level of theory is ωB97M-V/def2-TZVPD.

Calculated total energy = -8436.955 eV
Structure (SMILES) = CCCCO.O
Energy above the lowest of the compared OMol25 structures with the same formula, charge and spin = 53.9 kJ/mol
Kohn-Sham gap = 0.399 Ha
Largest force on an atom = 1.97 eV/A
Charge = 0

Geometry (Å):
C: -0.215 1.659 1.334
O: -1.358 2.385 1.893
C: -0.553 1.035 -0.008
C: 0.631 0.336 -0.660
C: 0.146 -0.289 -1.979
H: 0.143 0.937 2.065
H: 0.447 2.509 1.165
H: -2.005 1.666 1.915
H: -1.258 0.227 0.190
H: -0.862 1.848 -0.663
H: 1.558 0.885 -0.815
H: 0.890 -0.578 -0.120
H: -0.229 0.414 -2.731
H: 0.979 -0.777 -2.490
H: -0.629 -1.040 -1.810
H: 0.882 -4.513 0.861
H: 0.304 -3.113 0.855
O: 1.128 -3.589 0.997

---

Record 4
This record from OMol25 describes a single C5H10N2 molecule in a non-equilibrium geometry. The level of theory is ωB97M-V/def2-TZVPD.

Calculated total energy = -8324.886 eV
Structure (SMILES) = C1N[C@@H]2CN[C@H]1C2
Energy above the lowest of the compared OMol25 structures with the same formula, charge and spin = 236.1 kJ/mol
Kohn-Sham gap = 0.351 Ha
Largest force on an atom = 4.82 eV/A
Charge = 0

Geometry (Å):
C: -1.274 0.825 -0.456
C: 1.016 0.317 -0.117
C: 0.982 -1.155 -0.502
C: -0.832 -0.120 0.773
C: 0.505 0.438 1.238
H: -1.926 0.153 -1.050
H: -1.693 1.741 -0.049
H: 0.316 0.795 -1.914
H: 1.883 0.869 -0.125
H: 1.177 -1.211 -1.603
H: 1.806 -1.765 0.119
H: -0.751 -2.210 0.555
H: -1.693 -0.231 1.458
H: 0.926 -0.138 1.947
H: 0.449 1.445 1.615
N: 0.100 1.120 -0.888
N: -0.511 -1.303 -0.051

---

Record 5
This record from OMol25 describes a single CH3FOS molecule in a non-equilibrium geometry. The level of theory is ωB97M-V/def2-TZVPD.

⟨S²⟩ = 2.004
Calculated total energy = -16680.564 eV
Energy above the lowest of the compared OMol25 structures with the same formula, charge and spin = 150.1 kJ/mol
Kohn-Sham gap (alpha / beta) = 0.218 / 0.300 Ha
Spin multiplicity = 3
Largest force on an atom = 4.66 eV/A
Charge = 0

Geometry (Å):
C: 0.287 0.747 0.177
O: 0.512 -0.224 1.142
F: 1.196 0.688 -0.854
S: -1.311 0.349 -0.662
H: 0.233 1.769 0.586
H: 0.720 -1.071 0.874
H: -1.514 1.741 -0.686

---

Record 6
This record from OMol25 describes 26 unconnected molecules or ions with the total composition C11H60BNO29 in a non-equilibrium geometry. The level of theory is ωB97M-V/def2-TZVPD.

Calculated total energy = -73927.921 eV
Kohn-Sham gap = 0.288 Ha
Largest force on an atom = 1.93 eV/A
Charge = 0

Geometry (Å):
C: -0.791 -4.436 4.396
O: -1.194 -4.234 3.019
B: -0.928 -2.933 2.628
O: -1.514 -1.910 3.338
C: -0.029 -2.562 1.383
C: 1.314 -2.316 1.540
C: 2.096 -1.970 0.483
C: 1.547 -1.863 -0.774
C: 0.223 -2.120 -0.933
C: -0.579 -2.479 0.132
C: -2.002 -2.748 -0.153
O: -2.717 -3.516 0.478
C: -2.573 -2.035 -1.344
N: -3.925 -1.761 -1.369
C: -1.787 -1.701 -2.369
C: -0.358 -1.974 -2.323
O: 0.344 -2.041 -3.329
H: -0.647 -5.493 4.611
H: 0.098 -3.858 4.628
H: -1.620 -4.099 5.026
H: -2.448 -2.116 3.507
H: 1.772 -2.399 2.516
H: 3.151 -1.751 0.570
H: 2.123 -1.586 -1.645
H: -4.064 -0.846 -1.803
H: -4.324 -1.808 -0.440
H: -2.222 -1.211 -3.233
O: -0.890 1.381 -1.753
H: -0.336 2.168 -1.704
H: -0.781 1.087 -2.662
O: -2.777 -4.745 -2.545
H: -2.044 -5.351 -2.702
H: -2.729 -4.557 -1.603
O: 1.795 0.329 2.636
H: 1.973 1.205 2.998
H: 0.975 0.437 2.141
O: 0.022 3.435 -3.266
H: 0.186 4.308 -2.898
H: -0.791 3.547 -3.763
O: -0.750 5.398 -5.268
H: -0.205 6.193 -5.223
H: -0.652 5.098 -6.180
O: -4.313 -3.383 3.029
H: -4.287 -4.207 3.525
H: -3.933 -3.618 2.170
O: 1.396 7.650 -5.502
H: 2.158 7.685 -4.914
H: 1.775 7.707 -6.385
O: 2.494 -4.310 4.258
H: 3.215 -4.253 4.893
H: 2.566 -5.204 3.900
O: -0.115 0.357 -5.542
H: -0.038 -0.475 -5.055
H: 0.232 0.150 -6.417
O: 2.924 1.947 4.758
H: 3.678 1.364 4.610
H: 2.951 2.130 5.703
O: 1.813 5.034 3.581
H: 2.384 4.392 4.019
H: 0.970 4.578 3.491
O: 4.677 3.253 2.338
H: 3.957 2.983 2.918
H: 4.505 2.784 1.516
O: -1.233 5.922 -8.244
H: -1.074 6.798 -7.877
H: -2.056 6.019 -8.733
O: -4.411 0.976 -2.559
H: -4.707 1.300 -3.413
H: -3.705 1.591 -2.314
O: 1.476 -5.353 7.057
H: 2.205 -5.393 7.683
H: 1.906 -5.224 6.197
O: 2.718 0.306 -5.253
H: 1.814 0.655 -5.178
H: 3.026 0.268 -4.340
O: -1.865 -6.003 -5.050
H: -1.658 -5.126 -4.709
H: -2.694 -5.877 -5.520
O: -1.350 4.991 -1.378
H: -2.228 5.382 -1.311
H: -1.039 4.959 -0.468
O: 5.267 1.571 -4.724
H: 5.904 1.113 -5.278
H: 4.406 1.249 -5.032
O: 1.894 7.835 4.476
H: 2.641 7.977 5.065
H: 1.966 6.904 4.213
O: -3.761 3.297 -0.352
H: -3.179 2.663 0.080
H: -4.615 2.852 -0.379
O: -3.293 3.019 -4.237
H: -2.727 3.800 -4.257
H: -3.247 2.675 -5.136
O: 2.033 -7.112 5.186
H: 2.580 -7.888 5.030
H: 1.507 -7.350 5.955
O: 2.717 -9.556 6.189
H: 2.329 -10.404 5.951
H: 3.249 -9.747 6.969
O: -0.891 7.288 5.948
H: -0.109 7.514 5.428
H: -0.545 7.095 6.823

---

> Which of these has the highest calculated total energy?

C5H10N2